# 1
The following is a DFT calculation (the ωB97M-V functional and the def2-TZVPD basis) of a cluster of 2 separate species, C5H13NO4S in total at a distorted geometry.

```
24
Properties=species:S:1:pos:R:3:forces:R:3
C -0.101 -2.469 -0.410 0.213 0.423 4.686
C 0.756 -1.342 -0.724 1.484 0.755 -1.689
C 1.321 -0.491 0.105 1.109 1.087 -0.305
C 1.289 -0.371 1.593 1.404 0.750 -0.882
O 2.572 -0.713 2.085 1.859 1.261 -0.799
S 2.516 0.740 -0.566 -3.118 1.707 -1.265
O 2.359 1.125 -1.920 -0.912 -1.086 -1.325
O 3.849 0.644 -0.165 3.352 -1.623 1.819
O 1.971 1.988 0.252 -0.906 0.234 0.721
H -1.150 -2.275 -0.381 -0.760 0.490 -0.153
H 0.069 -3.184 -1.118 0.415 -2.371 -1.477
H 0.164 -2.804 0.703 -0.588 0.162 -2.446
H 1.138 -1.315 -1.766 -0.579 0.336 0.506
H 0.716 -1.125 2.019 -1.856 -0.909 0.672
H 1.009 0.660 1.832 -0.281 -0.386 0.441
H 3.254 -0.226 1.514 -1.014 -1.034 1.366
H 2.721 2.553 0.458 0.261 0.178 0.085
C -2.430 1.899 -0.535 4.305 -0.560 -1.455
N -1.911 0.532 -0.153 -0.744 0.872 3.894
H -1.961 2.045 -1.573 -1.891 0.117 1.022
H -3.426 2.065 -0.290 -2.003 0.279 -0.538
H -1.855 2.685 0.025 -0.315 -1.014 -0.059
H -2.078 0.575 0.923 0.857 -0.495 -2.088
H -2.488 -0.289 -0.358 -0.293 0.830 -0.729
```
Forces are in eV/Å.

Values from the calculation:
Frontier orbital gap (eV): 10.38
Largest force on an atom (eV/A): 4.71
E_LUMO (eV): 0.618
Total energy (eV): -25908.0184
ΔE to the lowest compared entry with this formula, charge and spin (eV): 2.826
SMILES: C/C=C(\CO)S(=O)(=O)O.CN

Here are the Löwdin charges for atoms 1 to 8, given in e: -0.063 -0.142 -0.246 -0.251 -0.068 0.596 -0.257 -0.259


# 2
The following is a DFT calculation (the ωB97M-V functional and the def2-TZVPD basis) of a cluster of 2 separate species, C5H13NOS in total at a distorted geometry.

```
21
Properties=species:S:1:pos:R:3:forces:R:3
C -0.695 -0.424 3.007 -1.075 1.123 2.365
C 0.536 -0.602 2.174 0.541 -1.900 -2.596
O 0.954 -1.742 1.857 -0.701 3.397 0.576
N 0.942 0.617 1.599 1.398 -0.226 -1.724
H -1.078 0.725 3.103 0.459 -2.873 -0.980
H -0.327 -0.489 4.118 -1.079 -0.914 -1.836
H 1.587 0.816 0.733 -1.341 -0.967 3.099
H 0.678 1.399 2.163 0.043 0.536 -0.256
H -1.485 -1.252 2.615 1.787 2.236 1.539
C 0.493 -0.176 -2.284 0.526 3.603 -0.553
C 1.752 -0.376 -1.457 0.814 2.188 0.673
C -2.114 1.329 -2.119 -1.283 -1.220 -0.085
S -0.819 0.456 -1.136 -0.669 -0.177 -1.462
H 0.618 0.627 -3.121 -0.299 -1.235 1.448
H 0.265 -1.068 -2.801 -1.096 -1.134 -0.272
H 1.517 -0.626 -0.438 -0.144 -0.845 0.282
H 2.459 0.529 -1.337 -1.287 -1.124 -0.703
H -1.776 2.270 -2.586 -0.098 -0.512 0.392
H -2.669 0.675 -2.839 1.596 0.005 -0.332
H -3.047 1.381 -1.517 1.122 0.947 0.735
H 2.300 -1.161 -1.898 0.785 -0.907 -0.312
```
Forces are in eV/Å.

Values from the calculation:
Frontier orbital gap (alpha / beta) (eV): 9.94 / 4.75
Total charge: +1
Largest force on an atom (eV/A): 3.68
E_LUMO (alpha / beta) (eV): -3.236 / -8.397
Total energy (eV): -19758.5351
ΔE to the lowest compared entry with this formula, charge and spin (eV): 2.142
Spin multiplicity: 2

Here are the Löwdin charges for atoms 1 to 8, given in e: -0.051 -0.585 0.017 0.089 0.115 0.117 0.122 0.076


# 3
The following is a DFT calculation (the ωB97M-V functional and the def2-TZVPD basis) of an isolated molecule of C5H13NS at a distorted geometry.

```
20
Properties=species:S:1:pos:R:3:forces:R:3
C 2.133 -0.977 1.571 -0.413 0.448 0.795
C 1.331 -1.322 0.328 -0.549 -0.777 0.172
N 0.783 -0.141 -0.295 0.209 0.285 -0.335
C -0.626 0.191 -0.184 -0.029 0.207 0.319
C -0.771 1.587 0.382 0.356 1.410 0.614
C -1.306 0.069 -1.540 -0.600 0.320 -0.188
S -3.138 0.079 -1.444 0.174 -0.212 -0.092
H 1.433 -0.800 2.395 -0.113 0.172 -0.078
H 2.800 -1.727 1.993 0.216 -0.201 -0.531
H 2.634 -0.023 1.421 0.350 -0.152 -0.064
H 0.513 -1.998 0.622 0.064 0.056 -0.059
H 1.884 -1.898 -0.410 0.427 0.060 -0.023
H 1.103 -0.023 -1.245 0.038 -0.020 0.075
H -1.108 -0.451 0.559 0.061 -0.469 -0.343
H -0.542 1.630 1.453 0.041 -0.361 -0.098
H -0.023 2.267 -0.053 -0.306 -0.207 -0.225
H -1.756 2.059 0.305 -0.015 -0.327 -0.289
H -1.050 0.900 -2.199 0.217 0.075 0.156
H -0.994 -0.820 -2.081 -0.135 -0.338 0.170
H -3.301 1.399 -1.576 0.007 0.028 0.024
```
Forces are in eV/Å.

Values from the calculation:
Frontier orbital gap (eV): 9.49
Largest force on an atom (eV/A): 1.58
E_LUMO (eV): 0.960
Total energy (eV): -17720.6920
ΔE to the lowest compared entry with this formula, charge and spin (eV): 0.559
SMILES: CCN[C@@H](C)CS

Here are the Löwdin charges for atoms 1 to 8, given in e: -0.100 -0.292 -0.061 -0.496 -0.088 -0.523 0.699 0.066


# 4
The following is a DFT calculation (the ωB97M-V functional and the def2-TZVPD basis) of an isolated molecule of C5H13NS at a distorted geometry.

```
20
Properties=species:S:1:pos:R:3:forces:R:3
C -2.253 0.599 -0.064 -3.635 0.662 -1.500
C -2.080 -0.949 -0.147 -1.538 -1.000 -0.658
C -0.750 -1.247 0.663 -1.115 -3.016 -1.287
N 0.428 -0.934 -0.150 0.720 1.511 3.195
C 1.170 0.241 0.434 1.071 -0.869 1.297
C 2.365 0.579 -0.449 1.631 -2.462 -0.478
S 3.728 1.699 0.208 -1.483 -0.492 -0.052
H -3.016 0.868 0.739 1.267 -0.318 -0.714
H -1.306 1.001 0.153 0.879 0.901 0.253
H -2.712 1.200 -1.016 1.267 -1.809 1.946
H -2.933 -1.521 0.361 1.030 1.060 -0.392
H -2.267 -1.351 -1.281 1.453 0.826 2.565
H -0.701 -2.376 0.985 -0.202 1.884 -0.669
H -0.821 -0.706 1.606 0.235 0.286 -0.184
H 0.162 -0.848 -1.080 -0.412 0.589 -1.891
H 1.573 -0.226 1.414 -0.670 1.221 -1.211
H 0.630 1.223 0.671 0.204 -1.467 -0.303
H 2.975 -0.383 -0.655 -1.317 1.244 0.419
H 1.970 0.821 -1.438 0.373 0.786 0.055
H 3.838 2.309 -0.954 0.243 0.463 -0.390
```
Forces are in eV/Å.

Values from the calculation:
Frontier orbital gap (eV): 9.90
Largest force on an atom (eV/A): 3.99
E_LUMO (eV): 0.945
Total energy (eV): -17719.1573
ΔE to the lowest compared entry with this formula, charge and spin (eV): 2.093
SMILES: CCCNCCS

Here are the Löwdin charges for atoms 1 to 8, given in e: -0.140 -0.256 -0.266 -0.073 -0.313 -0.560 0.657 0.082


# 5
The following is a DFT calculation (the ωB97M-V functional and the def2-TZVPD basis) of a cluster of 2 separate species, C5H13NS in total at a distorted geometry.

```
20
Properties=species:S:1:pos:R:3:forces:R:3
C 0.006 0.270 -0.445 -2.027 -1.728 2.458
C 1.435 0.556 -0.707 0.477 5.238 -0.729
C 2.525 -0.422 -0.627 -4.950 -1.477 4.727
C 2.307 -1.533 0.493 -1.026 2.433 1.645
S -2.872 -0.099 0.341 -0.780 -0.531 0.314
C -4.712 0.064 0.186 0.774 -0.719 2.666
N 1.813 1.621 0.496 3.489 -3.544 0.021
H -0.287 -0.682 -0.970 -0.411 1.426 0.146
H -0.201 0.081 0.659 0.614 -0.288 -1.125
H -0.672 1.199 -0.470 0.852 -1.229 -1.075
H 1.326 1.287 -1.587 1.316 -1.685 0.498
H 3.162 -1.611 1.242 -0.903 0.093 -1.051
H 2.945 -0.847 -1.393 3.126 -1.177 -4.697
H 1.404 -1.076 1.038 1.517 -0.994 -0.112
H 1.953 -2.574 0.280 0.665 0.862 -0.806
H -4.727 0.839 -0.508 -0.887 1.492 -1.240
H -5.252 -0.812 -0.142 0.274 -0.327 -0.462
H -5.189 0.349 1.176 0.726 0.051 -1.204
H 2.716 0.915 0.752 -2.416 2.943 0.482
H 2.322 2.475 0.186 -0.430 -0.839 -0.457
```
Forces are in eV/Å.

Values from the calculation:
Frontier orbital gap (eV): 2.89
Largest force on an atom (eV/A): 7.00
E_LUMO (eV): -3.620
Total energy (eV): -17712.7040
ΔE to the lowest compared entry with this formula, charge and spin (eV): 8.547

Here are the Löwdin charges for atoms 1 to 8, given in e: -0.240 -0.447 0.013 -0.076 0.452 -0.562 0.049 0.088


# 6
The following is a DFT calculation (the ωB97M-V functional and the def2-TZVPD basis) of an isolated molecule of C5H13NS at a distorted geometry.

```
20
Properties=species:S:1:pos:R:3:forces:R:3
C 2.000 0.967 1.717 2.841 -1.744 3.713
N 1.664 -0.468 1.645 -0.229 0.145 -0.382
C 1.159 -0.833 0.326 -2.003 -0.041 0.471
C -0.485 -0.772 0.266 1.976 -0.717 -0.414
C -0.950 -0.846 -1.141 -5.423 -2.172 -2.560
C -2.035 0.241 -1.627 -1.615 -0.681 1.868
S -1.229 1.761 -2.122 0.652 1.298 -0.049
H 3.097 0.956 2.195 -1.941 0.629 -1.361
H 1.990 1.463 0.789 -0.098 0.553 -1.014
H 1.437 1.475 2.497 -0.440 0.309 -0.317
H 1.096 -0.782 2.450 0.365 0.303 -1.060
H 1.677 -0.129 -0.403 -1.074 -1.092 0.598
H 1.364 -1.885 0.063 0.429 0.431 0.074
H -0.832 0.170 0.680 -0.004 0.003 0.431
H -0.977 -1.684 0.743 1.038 1.476 0.164
H -0.420 -0.873 -2.027 2.992 0.398 -1.031
H -1.446 -1.946 -1.425 0.591 2.477 1.273
H -2.835 0.425 -0.830 1.219 -0.093 -0.862
H -2.653 -0.005 -2.520 0.801 -0.550 0.585
H -1.621 2.765 -1.277 -0.079 -0.930 -0.128
```
Forces are in eV/Å.

Values from the calculation:
Frontier orbital gap (eV): 9.06
Largest force on an atom (eV/A): 6.38
E_LUMO (eV): 0.849
Total energy (eV): -17718.8052
ΔE to the lowest compared entry with this formula, charge and spin (eV): 2.446
SMILES: CNCCCCS

Here are the Löwdin charges for atoms 1 to 8, given in e: -0.140 -0.161 -0.213 -0.195 -0.327 -0.596 0.667 0.106


# 7
The following is a DFT calculation (the ωB97M-V functional and the def2-TZVPD basis) of an isolated molecule of C5H13NS at a distorted geometry.

```
20
Properties=species:S:1:pos:R:3:forces:R:3
C -1.386 -1.438 -0.961 -2.507 1.550 1.636
C -1.042 -0.165 -0.020 0.425 -2.388 -0.608
C -1.082 -0.669 1.446 -0.164 2.297 -0.105
C 0.312 0.422 -0.373 1.813 1.309 3.018
C 0.417 1.931 0.158 3.416 -3.365 0.187
S 1.792 -0.509 0.572 -0.934 0.185 -2.036
N 2.964 -0.406 -0.721 -0.939 -0.368 -0.630
H -0.779 -1.344 -1.826 0.821 -0.774 -0.631
H -2.470 -1.390 -1.360 1.530 -0.026 0.803
H -1.330 -2.326 -0.278 0.413 0.487 -1.428
H -1.682 0.686 -0.190 -0.880 -0.068 0.050
H -0.961 -1.695 1.601 0.181 -1.658 -0.272
H -0.318 -0.206 2.037 0.820 0.394 0.283
H -1.945 -0.363 2.004 -0.980 0.071 -0.078
H 0.625 0.464 -1.385 0.023 -0.609 -1.090
H 0.343 1.821 1.231 -0.347 0.536 0.324
H -0.361 2.468 -0.277 -0.933 1.533 -0.736
H 1.532 2.197 -0.032 -2.206 0.290 -0.014
H 3.885 -0.366 -0.354 0.739 0.236 0.472
H 2.945 -1.174 -1.411 -0.290 0.366 0.855
```
Forces are in eV/Å.

Values from the calculation:
Frontier orbital gap (eV): 8.97
Largest force on an atom (eV/A): 4.80
E_LUMO (eV): 0.792
Total energy (eV): -17719.6464
ΔE to the lowest compared entry with this formula, charge and spin (eV): 1.604
SMILES: CC(C)[C@@H](C)SN

Here are the Löwdin charges for atoms 1 to 8, given in e: -0.047 -0.404 -0.112 -0.501 -0.111 0.795 -0.368 0.040


# 8
The following is a DFT calculation (the ωB97M-V functional and the def2-TZVPD basis) of an isolated molecule of C5H13NS at a distorted geometry.

```
20
Properties=species:S:1:pos:R:3:forces:R:3
C -3.191 1.165 0.465 0.562 0.586 -1.155
C -1.788 1.257 -0.191 -0.816 1.225 0.375
C -1.278 -0.090 -0.660 1.513 1.343 -0.778
N -0.745 -0.961 0.398 -1.123 -0.363 -0.651
C 0.543 -1.628 0.088 -0.815 0.376 -0.705
C 1.684 -0.830 0.754 -1.083 1.237 -1.679
S 2.464 0.375 -0.487 0.191 -1.339 -0.091
H -3.713 2.124 0.540 0.373 0.087 0.179
H -3.047 0.761 1.462 -0.494 -0.418 -0.030
H -3.818 0.594 -0.228 -0.113 -0.461 0.598
H -1.154 1.817 0.504 0.465 -0.743 0.179
H -1.732 1.947 -1.048 -0.678 -0.326 -0.100
H -2.016 -0.502 -1.366 -0.182 -0.507 0.612
H -0.475 0.175 -1.360 0.299 -0.258 0.252
H -1.492 -1.639 0.496 0.419 -0.390 0.545
H 0.456 -2.671 0.392 0.383 0.118 0.393
H 0.626 -1.671 -1.011 0.425 -0.011 0.195
H 2.345 -1.447 1.344 0.356 0.336 0.092
H 1.134 -0.008 1.197 0.147 -0.750 1.561
H 3.127 1.049 0.443 0.170 0.260 0.207
```
Forces are in eV/Å.

Values from the calculation:
Frontier orbital gap (eV): 9.86
Largest force on an atom (eV/A): 2.35
E_LUMO (eV): 0.975
Total energy (eV): -17719.9012
ΔE to the lowest compared entry with this formula, charge and spin (eV): 1.350
SMILES: CCCNCCS

Here are the Löwdin charges for atoms 1 to 8, given in e: -0.109 -0.267 -0.273 -0.076 -0.295 -0.461 0.646 0.063


# 9
The following is a DFT calculation (the ωB97M-V functional and the def2-TZVPD basis) of a cluster of 2 separate species, C5H13NS in total at a distorted geometry.

```
20
Properties=species:S:1:pos:R:3:forces:R:3
C 0.520 1.791 -1.683 -2.226 2.149 2.249
C 1.358 0.396 0.958 -1.967 -0.155 0.167
C -0.415 -1.404 1.768 -0.217 -1.772 -0.436
C -0.787 -0.128 -0.140 1.658 -0.196 -3.295
C 0.339 -0.709 0.618 -0.041 0.983 1.610
N 0.835 -0.596 -2.470 0.213 -1.302 -1.049
S -0.247 0.374 -1.937 -0.883 -1.696 0.795
H 1.086 2.192 -2.474 0.680 0.458 -0.703
H -0.052 2.480 -0.933 1.372 -1.163 -1.539
H 2.147 0.099 1.595 1.063 -0.577 0.316
H 0.857 1.214 1.477 -0.122 0.185 0.009
H 1.638 0.747 -0.015 0.972 0.389 -0.160
H 0.163 -1.597 2.657 0.496 0.052 0.262
H -1.286 -0.817 2.079 0.083 -0.150 -0.041
H -0.772 -2.444 1.413 0.312 1.667 0.493
H -1.202 0.719 0.280 -1.141 1.679 0.974
H -1.463 -0.875 -0.442 -1.290 -0.774 -0.023
H 0.853 -1.379 -0.014 0.473 -1.221 -0.592
H 0.472 -1.324 -3.126 0.004 1.015 0.846
H -2.147 -0.686 -2.684 0.560 0.429 0.118
```
Forces are in eV/Å.

Values from the calculation:
Frontier orbital gap (alpha / beta) (eV): 7.22 / 8.00
Largest force on an atom (eV/A): 3.83
E_LUMO (alpha / beta) (eV): -0.776 / -0.723
Total energy (eV): -17714.4573
ΔE to the lowest compared entry with this formula, charge and spin (eV): 6.793

Here are the Löwdin charges for atoms 1 to 8, given in e: -0.270 -0.055 -0.068 -0.298 -0.467 -0.353 0.697 0.012


# 10
The following is a DFT calculation (the ωB97M-V functional and the def2-TZVPD basis) of an isolated molecule of C5H13NSSi at a distorted geometry.

```
21
Properties=species:S:1:pos:R:3:forces:R:3
C -1.019 -0.485 1.662 0.610 -0.967 0.057
C -0.363 0.452 0.635 -0.707 2.674 -0.149
C -1.412 0.972 -0.499 1.410 -1.673 1.424
Si 1.340 -0.140 0.042 -0.936 -1.965 1.301
C 2.227 0.766 -1.230 2.275 0.777 -1.658
C 1.075 -2.007 -0.609 0.929 0.122 1.312
N -0.141 -2.427 -0.989 2.336 -3.077 -1.075
S 2.371 -3.100 -0.458 -1.188 1.226 -0.486
H -0.931 -0.095 2.697 0.033 -0.454 -0.640
H -2.067 -0.530 1.403 -0.420 -0.226 0.268
H -0.617 -1.537 1.608 -0.373 0.932 0.304
H -0.159 1.396 1.273 0.030 -1.197 -1.197
H -2.417 0.628 -0.232 0.052 0.601 0.014
H -1.181 0.497 -1.443 0.067 0.079 -0.491
H -1.281 2.035 -0.570 -0.430 0.438 -0.274
H 2.004 -0.099 1.379 0.312 -0.392 -0.415
H 2.557 1.742 -0.884 0.126 0.166 0.414
H 3.117 0.372 -1.829 -1.032 -0.154 1.434
H 1.594 1.028 -2.035 -1.279 0.217 -0.942
H -0.978 -1.936 -0.873 -1.115 0.781 0.027
H -0.105 -3.449 -1.323 -0.700 2.091 0.771
```
Forces are in eV/Å.

Values from the calculation:
Frontier orbital gap (eV): 8.64
Largest force on an atom (eV/A): 4.01
E_LUMO (eV): 0.576
Total energy (eV): -25598.1740
ΔE to the lowest compared entry with this formula, charge and spin (eV): 0.053
SMILES: CC(C)[Si@H](C)C(N)=S

Here are the Löwdin charges for atoms 1 to 8, given in e: -0.150 -0.493 -0.094 0.588 -0.225 -0.926 0.014 0.501